Entry 1:
23
Properties=species:S:1:pos:R:3:mulliken_charge:R:1 method="wB97M-V/def2-TZVPD" charge=+1 e_tot_ha=-434.1063
C -0.236 0.109 1.097 -0.3760
C 1.897 -1.182 -1.326 -0.8730
C -1.993 -1.262 0.288 -1.0873
C -2.055 1.313 -0.197 -0.9806
N 1.709 0.712 2.243 -1.2616
N 1.015 0.537 1.185 0.9938
N 1.129 0.029 -1.104 -0.3624
N 1.514 0.943 -0.111 -0.4583
N -1.264 0.030 0.005 0.0978
H -0.576 0.076 2.158 0.4659
H 2.830 -0.876 -0.983 0.3571
H 1.527 -1.879 -0.623 0.3029
H 1.895 -1.513 -2.459 0.3009
H -2.762 -1.035 0.874 0.4576
H -2.303 -1.615 -0.636 0.4501
H -1.348 -1.981 0.666 0.4082
H -2.408 1.519 0.739 0.4240
H -1.309 2.043 -0.460 0.3309
H -2.805 1.101 -0.833 0.4422
H 2.493 1.330 2.180 0.2372
H 1.176 0.432 -2.019 0.2728
H 2.458 1.299 0.062 0.2739
H -0.585 -0.131 -0.744 0.5840

Entry 2:
19
Properties=species:S:1:pos:R:3:mulliken_charge:R:1 method="wB97M-V/def2-TZVPD" charge=0 e_tot_ha=-725.0647
C -0.808 -0.878 1.255 -0.4158
C -2.197 -0.896 0.491 -0.7609
S -2.894 0.710 -0.006 -0.2029
C 0.315 -0.954 0.454 0.5937
N 1.221 0.243 0.565 -0.0499
C 2.182 0.246 -0.570 -0.8066
C 0.384 1.495 0.516 -0.9658
O 0.628 -1.878 -0.405 -0.5171
H -0.717 -0.506 2.290 0.4259
H -0.853 -0.305 -2.010 -0.1829
H -2.937 -1.530 1.007 0.3858
H -2.017 -1.562 -0.312 0.3955
H -0.239 -0.428 -2.385 0.1612
H 1.678 0.486 -1.512 0.3170
H 2.995 1.025 -0.406 0.2948
H 2.696 -0.736 -0.495 0.3061
H 0.100 1.647 -0.480 0.4130
H 0.998 2.398 0.929 0.2564
H -0.536 1.423 1.074 0.3525

Entry 3:
55
Properties=species:S:1:pos:R:3:mulliken_charge:R:1 method="wB97M-V/def2-TZVPD" charge=-1 e_tot_ha=-7241.8357
In 0.067 -0.126 0.110 0.3747
C -3.879 -1.364 0.891 -2.1811
C -2.612 -2.023 1.386 1.2806
C -1.974 -3.009 0.625 0.8694
C -2.598 -3.520 -0.653 -2.3448
C -0.728 -3.497 1.029 1.3840
C 0.073 -4.411 0.132 -2.4775
C -0.187 -3.112 2.259 1.0911
C 1.154 -3.662 2.675 -2.1834
C -0.870 -2.200 3.069 1.1940
C -0.315 -1.849 4.430 -2.3119
C -2.053 -1.613 2.604 1.3171
C -2.729 -0.546 3.433 -2.6943
H -3.740 -0.284 0.829 0.2198
H -4.726 -1.563 1.553 0.3956
H -4.151 -1.695 -0.107 0.3472
H -2.361 -2.876 -1.506 0.2932
H -3.682 -3.574 -0.572 0.5204
H -2.249 -4.523 -0.889 0.5123
H 1.138 -4.203 0.222 0.4545
H -0.187 -4.279 -0.915 0.4336
H -0.074 -5.467 0.384 0.3631
H 1.208 -4.742 2.526 0.4033
H 1.380 -3.457 3.717 0.4497
H 1.955 -3.213 2.080 0.2897
H 0.639 -1.325 4.352 0.3733
H -0.150 -2.752 5.022 0.5323
H -0.990 -1.213 4.995 0.3948
H -3.499 -0.021 2.874 0.4852
H -2.005 0.195 3.778 0.4097
H -3.203 -0.971 4.323 0.3959
S 0.848 4.545 1.823 -0.4852
As 1.813 2.747 2.171 0.4399
S 1.345 2.082 -1.037 -0.3049
S 0.659 1.062 2.688 -0.3292
S 3.839 2.639 2.374 -0.3712
Cl 0.162 1.884 -3.968 -0.2140
C 1.474 0.862 -3.504 0.4284
C 1.989 0.954 -2.198 -0.6033
C 3.028 0.062 -1.874 0.5669
Cl 3.687 0.107 -0.283 -0.0948
C 3.537 -0.845 -2.797 -0.2439
Cl 4.811 -1.919 -2.352 -0.1950
C 3.019 -0.895 -4.087 0.4446
Cl 3.649 -2.015 -5.238 -0.2139
C 1.980 -0.038 -4.436 -0.2234
Cl 1.321 -0.110 -6.029 -0.2002
N -1.522 3.425 -0.412 -0.4013
C -1.876 2.457 0.475 0.4317
N -2.126 2.860 1.756 -0.4541
O -2.021 1.272 0.128 -0.5447
H -1.049 4.224 -0.012 0.2465
H -1.030 3.047 -1.214 0.2207
H -1.538 3.625 2.074 0.2457
H -2.098 2.079 2.394 0.2631

Entry 4:
22
Properties=species:S:1:pos:R:3:mulliken_charge:R:1 method="wB97M-V/def2-TZVPD" charge=-1 e_tot_ha=-404.1491
C 0.084 -0.152 -0.133 -1.1147
C -1.403 -0.076 -0.408 1.2576
C -2.147 -1.328 0.137 -1.6353
C -2.024 1.204 0.136 -1.5375
N 0.763 1.006 -0.746 -0.3954
C 2.246 0.913 -0.648 -0.5839
O 2.746 0.753 0.602 -0.8688
H 0.490 -0.993 -0.698 0.4184
H 0.407 -0.311 0.904 0.2251
H -1.507 -0.161 -1.492 0.1878
H -3.182 -1.321 -0.210 0.4167
H -1.603 -2.183 -0.260 0.4073
H -2.050 -1.342 1.219 0.3498
H -1.484 1.515 1.043 0.3563
H -3.023 1.079 0.586 0.4272
H -2.038 2.010 -0.596 0.2973
H 0.542 1.794 -0.118 0.2588
H 2.573 1.874 -1.102 0.3669
H 2.567 0.141 -1.374 0.2788
H 2.354 -2.040 1.543 0.2287
H 2.850 -0.650 0.841 0.4298
O 2.840 -1.731 0.772 -0.7711

Entry 5:
20
Properties=species:S:1:pos:R:3:mulliken_charge:R:1 method="wB97M-V/def2-TZVPD" charge=0 e_tot_ha=-448.3339 smiles="CC(C)=CO/C(C)=C/F"
C 2.538 0.879 -0.334 -0.2541
C 1.833 -0.231 -0.089 0.6111
C -0.416 0.608 -0.011 -0.1647
C -1.685 0.365 -0.001 0.6138
C 2.540 -1.591 0.048 -1.3016
C -2.561 1.575 0.109 -1.3584
C -2.081 -1.075 0.077 -0.9279
O 0.482 -0.403 -0.022 -0.2127
F 3.907 0.887 -0.097 -0.2700
H -0.078 1.612 -0.177 0.1909
H 2.153 1.892 -0.391 0.3354
H 2.790 -2.154 -0.833 0.2841
H 1.961 -2.328 0.649 0.3001
H 3.514 -1.420 0.423 0.3944
H -3.632 1.431 0.547 0.3006
H -2.657 2.032 -0.857 0.2840
H -2.101 2.178 0.835 0.4202
H -2.685 -1.306 0.985 0.2623
H -1.165 -1.717 -0.025 0.2098
H -2.656 -1.234 -0.837 0.2826

Entry 6:
118
Properties=species:S:1:pos:R:3:mulliken_charge:R:1 method="wB97M-V/def2-TZVPD" charge=0 e_tot_ha=-3771.6448 smiles="COC(=O)OC.COC(=O)OC.COC(=O)OC.COC(=O)OC.O=C1OCCO1.O=C1OCCO1.O=C1OCCO1.O=C1OCCO1.O=C1OCCO1.O=C1OCCO1.O=C1OCCO1"
C -5.100 3.649 0.575 -0.4703
C -4.668 3.589 -0.890 -0.2385
O -4.559 2.179 -1.129 -0.1558
C -4.230 1.591 0.063 0.0514
O -3.869 0.464 0.193 -0.0704
O -4.589 2.392 1.090 -0.3588
H -6.176 3.694 0.729 0.3099
H -4.590 4.447 1.115 0.2751
H -3.745 4.103 -1.159 0.1462
H -5.448 4.090 -1.472 0.4344
C 3.563 2.164 -1.437 -0.1347
C 2.965 3.435 -0.823 0.2269
O 2.053 3.884 -1.803 -0.3692
C 1.949 2.994 -2.818 0.6391
O 1.198 3.089 -3.714 -0.5324
O 2.686 1.904 -2.530 -0.2559
H 3.561 1.258 -0.834 -0.1160
H 4.588 2.270 -1.806 0.4031
H 3.671 4.216 -0.571 0.3991
H 2.408 3.121 0.060 -0.1732
C 3.478 -1.497 -2.762 -0.3881
C 2.955 -2.671 -1.911 0.2336
O 1.531 -2.666 -2.151 -0.2110
C 1.199 -1.611 -2.962 0.5669
O 0.091 -1.332 -3.273 -0.5087
O 2.300 -0.962 -3.399 -0.2869
H 4.165 -1.819 -3.554 0.3038
H 4.018 -0.725 -2.210 0.0811
H 3.205 -2.483 -0.868 -0.0988
H 3.399 -3.600 -2.263 0.4425
C 3.043 -3.563 5.755 -0.3582
C 1.769 -3.996 6.506 -0.3901
O 0.756 -3.939 5.521 -0.3669
C 1.254 -3.521 4.337 0.2583
O 0.559 -3.403 3.351 -0.4080
O 2.583 -3.220 4.459 0.0991
H 3.791 -4.351 5.700 0.3131
H 3.514 -2.702 6.223 0.2947
H 1.521 -3.317 7.316 0.2853
H 1.923 -5.006 6.882 0.2630
C -3.538 -0.684 3.439 -0.3113
C -2.034 -0.924 3.180 0.4090
O -1.472 0.402 3.284 -0.1392
C -2.394 1.239 3.816 0.5374
O -2.249 2.384 3.970 -0.5406
O -3.519 0.576 4.157 -0.3931
H -3.850 -1.434 4.165 0.4062
H -4.163 -0.611 2.555 0.1033
H -1.886 -1.335 2.183 -0.2582
H -1.580 -1.550 3.943 0.2264
C -2.638 -2.096 -1.597 0.3602
C -3.479 -2.610 -0.446 0.2332
O -4.547 -3.249 -1.156 -0.4460
C -4.716 -2.542 -2.314 0.4853
O -5.628 -2.668 -2.996 -0.5013
O -3.694 -1.692 -2.504 -0.2693
H -2.125 -2.931 -2.080 0.3410
H -1.980 -1.278 -1.338 -0.4656
H -3.896 -1.810 0.165 0.0013
H -2.874 -3.267 0.180 0.2953
C 2.079 -4.891 0.777 0.6370
C 1.767 -5.671 -0.518 -0.1004
O 2.976 -6.378 -0.832 -0.3988
C 3.952 -5.963 0.007 0.5463
O 5.093 -6.169 -0.145 -0.5155
O 3.451 -5.244 1.025 -0.2691
H 1.432 -5.300 1.550 0.2379
H 1.966 -3.816 0.717 -0.4564
H 1.541 -5.026 -1.372 -0.0054
H 0.902 -6.326 -0.429 0.3857
C -1.034 2.543 -1.172 1.1659
O -1.068 1.195 -0.703 0.3880
C -0.084 0.744 0.048 -0.5380
O 0.769 1.409 0.565 -0.3520
O -0.236 -0.563 0.147 0.5548
C 0.781 -1.338 0.775 -0.6275
H -2.084 2.820 -1.134 -1.2766
H -0.778 2.529 -2.232 0.1539
H -0.422 3.247 -0.623 -0.1666
H 0.950 -0.919 1.768 0.3847
H 1.728 -1.310 0.240 -0.2827
H 0.461 -2.369 0.833 0.2299
C -3.273 0.981 -8.756 -0.6551
O -2.777 1.544 -7.530 -0.3224
C -3.382 1.115 -6.414 0.6907
O -4.253 0.296 -6.393 -0.5479
O -2.818 1.712 -5.359 -0.2612
C -3.627 1.780 -4.150 -0.4135
H -2.928 1.636 -9.543 0.2167
H -4.354 0.912 -8.697 0.3144
H -2.837 -0.014 -8.836 0.2808
H -4.556 2.285 -4.430 0.4093
H -3.048 2.409 -3.490 -0.0690
H -3.870 0.790 -3.777 0.3533
C -0.902 7.440 -0.913 -0.7117
O -0.136 6.550 -0.120 -0.3641
C -0.828 5.678 0.609 0.9424
O -2.023 5.569 0.587 -0.5848
O 0.055 4.872 1.175 -0.3110
C -0.444 4.061 2.268 -0.4884
H -1.249 6.918 -1.811 0.2842
H -0.268 8.247 -1.274 0.2620
H -1.748 7.883 -0.393 0.3106
H 0.141 3.155 2.364 0.0535
H -1.458 3.732 2.051 0.1834
H -0.425 4.693 3.151 0.4684
C 5.796 -3.352 3.066 -0.6742
O 5.318 -2.136 3.651 -0.3686
C 4.960 -1.151 2.873 1.0476
O 4.968 -1.127 1.693 -0.6129
O 4.561 -0.196 3.666 -0.3809
C 4.261 1.111 3.200 -0.4836
H 6.448 -3.778 3.830 0.2843
H 6.351 -3.171 2.154 0.3807
H 4.990 -4.072 2.959 0.1754
H 5.107 1.774 3.439 0.3439
H 3.317 1.430 3.606 0.2584
H 4.326 1.152 2.112 0.0857

Entry 7:
18
Properties=species:S:1:pos:R:3:mulliken_charge:R:1 method="wB97M-V/def2-TZVPD" multiplicity=2 charge=+1 e_tot_ha=-343.0047 s_squared=0.755
C -0.156 -0.100 -0.653 -0.3125
C -0.122 -1.561 -1.160 -0.4903
N -1.263 -2.135 -0.427 -0.5488
N 0.639 0.120 0.489 -0.2204
H 0.246 0.632 -1.417 0.2967
H -1.164 0.347 -0.527 0.3864
H -0.314 -1.638 -2.223 0.3798
H 0.913 -1.790 -0.872 0.3096
H -0.960 -2.912 0.168 0.2671
H -1.844 -2.680 -1.067 0.2693
H 0.365 1.000 0.945 0.3254
H 0.586 -0.564 1.250 0.3299
H 1.711 1.913 -4.122 0.3061
H 1.986 3.090 -3.172 0.3102
O 2.260 2.695 -4.014 -0.6089
H -0.271 1.286 5.273 0.2954
H -1.511 0.726 5.876 0.3277
O -1.100 1.570 5.652 -0.6227

Entry 8:
12
Properties=species:S:1:pos:R:3:mulliken_charge:R:1 method="wB97M-V/def2-TZVPD" charge=0 e_tot_ha=-1527.6912
C 0.054 0.821 -0.389 -0.7798
C -0.973 -0.278 -0.026 -0.1386
N 1.153 -0.202 1.598 -0.4810
O -2.280 0.108 -0.233 -0.4919
S 1.761 0.298 0.295 0.3359
Cl -0.631 -1.709 -1.071 -0.1490
Cl 2.392 -1.373 -1.031 -0.2694
H -0.020 1.197 -1.408 0.4315
H -0.102 1.663 0.171 0.4260
H -2.247 0.519 -1.164 0.3837
H -0.822 -0.698 0.931 0.4912
H 1.715 -0.345 2.326 0.2414

Entry 9:
11
Properties=species:S:1:pos:R:3:mulliken_charge:R:1 method="wB97M-V/def2-TZVPD" charge=-1 e_tot_ha=-553.7838
O 0.733 -0.054 2.739 -0.6917
H 0.529 -0.245 1.797 0.2937
C -0.069 -1.485 -1.248 -0.7563
S -0.707 -0.108 -0.485 -0.4720
C 0.403 1.417 -0.844 -0.7684
H -0.121 -1.584 -2.333 0.1852
H 0.765 -2.012 -0.769 0.1535
H -0.149 0.183 3.055 0.3168
H 1.387 0.986 -0.889 0.2574
H -0.047 1.957 -1.678 0.2671
H 0.323 2.060 0.047 0.2147

Entry 10:
17
Properties=species:S:1:pos:R:3:mulliken_charge:R:1 method="wB97M-V/def2-TZVPD" charge=0 e_tot_ha=-272.5672 smiles=C1[C@@H]2CC3(CC3)[C@H]12
C 0.884 1.778 -0.290 -0.8016
C 1.417 0.863 0.786 -0.4144
C 0.372 0.338 -0.126 0.6500
C 0.287 -1.054 -1.102 -0.9778
C -1.170 -1.152 -0.696 -0.1056
C -1.229 -1.254 0.807 -0.6683
C -1.061 0.081 0.164 -0.6194
H 1.563 2.129 -1.071 0.2737
H 0.200 2.571 0.038 0.2391
H 2.444 0.526 0.642 0.2248
H 1.124 1.010 1.819 0.2405
H 0.690 -0.249 -1.681 0.4576
H 0.913 -1.897 -0.799 0.2340
H -2.043 -1.426 -1.288 0.3686
H -0.383 -1.702 1.332 0.1796
H -2.194 -1.411 1.273 0.2830
H -1.814 0.851 0.193 0.4362

Entry 11:
20
Properties=species:S:1:pos:R:3:mulliken_charge:R:1 method="wB97M-V/def2-TZVPD" charge=0 e_tot_ha=-419.6167 smiles="C[C@H](N)CC(N)=O.O"
C 2.514 -0.381 0.024 -1.5570
C 1.386 0.632 -0.185 0.6421
C 0.031 -0.097 -0.162 -0.7907
C -0.967 0.498 -1.143 0.3276
N -2.273 0.469 -0.766 -0.3245
O -0.644 0.955 -2.221 -0.6484
N 1.411 1.573 0.956 -0.6871
H 3.516 0.032 -0.036 0.3904
H 2.385 -1.113 -0.731 0.3795
H 2.335 -0.853 0.979 0.4056
H 1.405 1.052 -1.186 0.2829
H 0.144 -1.126 -0.510 0.1965
H -0.490 -0.260 0.781 0.4975
H -2.911 1.005 -1.313 0.2367
H -2.611 0.180 0.136 0.1929
H 0.714 2.300 0.845 0.2166
H 2.343 1.963 1.022 0.2459
H -2.174 -2.639 0.769 0.3018
H -3.451 -2.272 1.583 0.2972
O -2.663 -1.916 1.159 -0.6058

Entry 12:
12
Properties=species:S:1:pos:R:3:mulliken_charge:R:1 method="wB97M-V/def2-TZVPD" charge=0 e_tot_ha=-339.6093 smiles="N/N=C/COO"
C 0.886 -0.778 -0.116 -0.2237
C -0.331 -0.174 0.426 -0.0932
N -2.530 0.282 0.073 -0.4886
N -1.248 0.170 -0.362 -0.1781
O 2.016 -0.134 0.506 -0.2266
O 2.605 0.907 -0.171 -0.3309
H 1.011 -1.908 -0.056 0.2441
H 0.741 -0.464 -1.238 0.2531
H -0.307 0.037 1.587 0.2419
H -2.772 0.841 0.886 0.2400
H -3.145 0.677 -0.642 0.2463
H 3.073 0.543 -0.892 0.3157